# C5H8N2

An isolated molecule of C5H8N2 at a distorted geometry (the ωB97M-V functional and the def2-TZVPD basis, the Open Molecules 2025 dataset).

## Properties
Energy above the lowest of the compared OMol25 structures with the same formula, charge and spin   74.2 kJ/mol
Gap between HOMO and LUMO   8.695 eV
SMILES string   Cc1cc(N)c[nH]1
HOMO energy   -7.61 eV
M   96.13 Da

Element x y z (Å)
C -1.26457 1.51879 -1.33966
C -0.51948 0.48665 -0.55732
C 0.79860 0.24878 -0.35489
C 0.89489 -0.74932 0.68678
N 2.09413 -1.24394 1.20824
C -0.37264 -1.12266 1.01252
N -1.28622 -0.36966 0.24407
H -1.26266 2.45147 -0.76239
H -0.81332 1.71206 -2.31423
H -2.31754 1.23931 -1.47551
H 1.61984 0.70746 -0.89018
H 2.00645 -1.55154 2.16732
H 2.86521 -0.59749 1.11609
H -0.71448 -1.82291 1.76502
H -1.72821 -0.90701 -0.50584

Atoms 1-2, force components in eV/Å:
C 0.091 0.065 -0.120
C 0.196 0.235 -0.015